{"formula": "C90H178O33", "method": "ωB97M-V with the def2-TZVPD basis set", "symbols": ["O", "O", "O", "O", "O", "O", "O", "O", "O", "O", "O", "O", "O", "O", "O", "O", "O", "O", "O", "O", "O", "O", "O", "O", "O", "O", "O", "O", "O", "O", "O", "O", "O", "C", "C", "C", "C", "C", "C", "C", "C", "C", "C", "C", "C", "C", "C", "C", "C", "C", "C", "C", "C", "C", "C", "C", "C", "C", "C", "C", "C", "C", "C", "C", "C", "C", "C", "C", "C", "C", "C", "C", "C", "C", "C", "C", "C", "C", "C", "C", "C", "C", "C", "C", "C", "C", "C", "C", "C", "C", "C", "C", "C", "C", "C", "C", "C", "C", "C", "C", "C", "C", "C", "C", "C", "C", "C", "C", "C", "C", "C", "C", "C", "C", "C", "C", "C", "C", "C", "C", "C", "C", "C", "H", "H", "H", "H", "H", "H", "H", "H", "H", "H", "H", "H", "H", "H", "H", "H", "H", "H", "H", "H", "H", "H", "H", "H", "H", "H", "H", "H", "H", "H", "H", "H", "H", "H", "H", "H", "H", "H", "H", "H", "H", "H", "H", "H", "H", "H", "H", "H", "H", "H", "H", "H", "H", "H", "H", "H", "H", "H", "H", "H", "H", "H", "H", "H", "H", "H", "H", "H", "H", "H", "H", "H", "H", "H", "H", "H", "H", "H", "H", "H", "H", "H", "H", "H", "H", "H", "H", "H", "H", "H", "H", "H", "H", "H", "H", "H", "H", "H", "H", "H", "H", "H", "H", "H", "H", "H", "H", "H", "H", "H", "H", "H", "H", "H", "H", "H", "H", "H", "H", "H", "H", "H", "H", "H", "H", "H", "H", "H", "H", "H", "H", "H", "H", "H", "H", "H", "H", "H", "H", "H", "H", "H", "H", "H", "H", "H", "H", "H", "H", "H", "H", "H", "H", "H", "H", "H", "H", "H", "H", "H", "H", "H", "H", "H", "H", "H", "H", "H", "H", "H", "H", "H", "H", "H", "H", "H", "H", "H"], "coordinates": [[1.4922, 3.4526, 2.4013], [-8.3067, -3.4411, 2.2065], [0.0139, 3.8718, 6.6285], [-6.2438, -3.9638, -2.3828], [4.1627, -3.6170, -3.3452], [-4.6548, -0.5798, 7.0947], [1.0783, 4.6364, -2.3695], [5.1382, 0.0601, 8.5716], [-3.6117, 0.4807, -6.3518], [-5.0324, 0.3346, -0.0140], [-2.4006, 0.5369, 8.6240], [0.4050, -0.2439, -1.7434], [-1.7652, -8.5580, -3.9524], [-3.0457, 1.4865, -1.7087], [1.3627, -0.4300, 4.6812], [1.6186, 7.2470, 3.0656], [-5.8719, -2.2623, -6.7297], [5.3740, 0.4434, -4.5333], [1.5129, 6.1078, 5.6245], [-1.1235, 1.3101, -5.6106], [-5.6981, -3.8576, 0.4907], [5.9547, -2.7791, -0.4120], [-3.2994, -0.8430, 3.7335], [3.0503, 0.0201, -6.3840], [4.0507, -4.7894, -5.9150], [3.0956, 2.7938, -1.9483], [1.0626, -4.0411, -0.8362], [0.3910, -6.8537, -3.0132], [3.0695, -0.6644, 6.9767], [-7.1235, 0.2191, 2.1910], [1.2089, 3.8563, -5.7221], [1.0046, 0.9968, 0.7615], [1.7360, -0.6337, -9.0814], [1.4886, -0.5940, -0.8973], [-5.3896, -4.8539, -0.3809], [-1.0249, -2.7795, -6.7088], [1.1419, -0.3525, 0.5461], [-3.4404, 1.5162, -5.4151], [-0.3719, -8.7404, -4.1219], [-3.0873, 4.1527, 1.2556], [-1.9830, -2.7223, -4.4638], [0.3122, -8.2198, -2.8795], [-6.4185, 0.2296, -0.1340], [2.0393, 3.4944, 3.6695], [0.8228, -0.3488, -3.0885], [1.2399, -1.6171, -10.0384], [4.0573, 4.0808, 7.8450], [2.6779, 3.5917, -0.8360], [3.7656, -2.8599, -4.4701], [4.1919, 1.9737, -1.6033], [3.3449, 1.1832, -5.6690], [-3.6370, 3.1415, 3.3877], [-3.8045, 4.3681, 3.9748], [-3.6490, -0.4828, 6.0540], [-7.1479, 0.8981, 0.9773], [5.0691, 3.8237, 5.6975], [0.2198, 2.7874, 2.2322], [-7.3168, 1.1638, 3.2321], [0.9651, 3.7905, -3.4522], [1.2752, 4.0093, -1.0883], [-5.0688, -4.3119, -1.7223], [6.7042, 0.7267, -4.1763], [-6.9892, -3.4609, 2.5834], [5.5078, 1.2323, 2.2907], [0.1487, 5.1373, 7.3565], [5.0004, 0.6402, 7.3415], [7.6992, 1.2869, 1.3509], [1.5261, 4.5788, -4.6038], [-4.3569, -0.2993, -1.0775], [5.3116, 2.5732, 1.9665], [-2.9157, 0.1920, -1.2337], [3.1116, -3.7807, -5.4853], [3.4111, -5.8049, -6.6650], [-6.0248, -4.3641, 1.7362], [-4.2128, -1.0342, 4.7770], [0.2969, 6.9387, 2.7845], [0.8878, -0.2246, 5.9821], [0.9404, -6.1039, -1.9639], [-1.7833, 2.0785, -2.0452], [-0.4082, 1.2472, -6.8620], [-3.5581, -1.5522, 2.5758], [-2.1851, 2.2343, -5.7983], [-2.3737, -9.5580, -3.1770], [6.1973, -3.5406, 0.7683], [0.3270, 6.2924, 6.3807], [-3.7541, 5.5611, 3.1948], [2.3002, 7.3103, 5.3982], [-1.3388, -4.7886, -5.5407], [5.2780, 4.3549, 8.4262], [-3.5948, -0.0109, 9.2164], [0.3912, 1.2394, 1.9878], [4.8392, -2.7905, -2.4337], [0.6238, -4.6526, -2.0766], [-8.5721, -2.6418, 1.0005], [6.4807, 4.2533, 7.6415], [-4.1663, -1.0400, 8.2784], [-2.0288, 1.7423, 9.2341], [-4.7244, -1.5190, -7.0613], [-6.1785, -3.3516, -7.5500], [-1.5782, -2.0384, -5.6237], [4.8798, 1.4152, -5.3765], [6.3152, 3.2353, 1.2595], [3.0869, -0.9629, -8.6672], [-6.1774, -3.3170, -3.6097], [6.6726, 0.5540, 1.9851], [5.1695, -3.6553, -1.1960], [0.8985, -1.6639, 4.1966], [-4.5247, -0.4862, -5.9759], [3.4715, 0.6975, 7.0274], [-1.1675, 3.6266, 6.0203], [6.3065, 4.0812, 6.2612], [1.7173, -0.9047, 7.0618], [3.9645, 3.7771, 6.5155], [0.0191, -3.9364, 0.0707], [-0.9628, -4.1538, -6.7460], [-3.3600, 5.4334, 1.8696], [1.6517, 4.4001, -6.8917], [1.8391, 8.0922, 4.1939], [6.4088, -0.5089, 8.8098], [-1.8933, -4.1453, -4.4267], [7.5152, 2.5977, 0.9270], [3.5954, 0.0974, -7.7259], [-3.2093, 3.0207, 2.0148], [-0.1452, -8.0544, -4.9349], [-2.3448, 0.1586, -0.2988], [-5.1301, -4.3930, 2.3329], [-3.3568, -0.4763, 10.1397], [3.7585, -0.9310, -9.5355], [-2.6841, 4.1163, 0.2543], [4.3256, 2.9419, 2.0617], [-0.1849, -1.6891, 4.1398], [-6.7463, 0.6248, -1.0757], [1.1950, -1.7803, 3.0784], [4.3678, 1.2491, -2.4923], [-9.6257, -2.7029, 0.9178], [-4.9470, -0.9325, -8.0494], [2.0332, -6.2775, -1.9834], [2.3140, 0.0512, -1.0946], [-0.6016, -4.7447, -7.5642], [5.7068, -4.5699, -1.6310], [5.1033, 2.5748, -1.5837], [-6.2277, -5.5449, -0.4238], [-5.3970, -2.5354, -3.5085], [1.0879, 5.0637, 7.9414], [-6.8047, 1.9614, 1.0667], [-4.4544, -3.4001, -1.5752], [0.5280, -6.5626, -1.0332], [-0.5805, -2.1279, -7.4812], [-3.2110, 1.0907, -4.3845], [3.0941, -1.9680, -8.1731], [1.0971, 5.5866, -4.6883], [-4.5415, -5.4156, 0.0811], [-2.0379, 3.2103, -5.1142], [1.3027, 3.5480, 4.5170], [5.3201, -3.8664, 1.4051], [4.1616, -6.5551, -6.9779], [-8.0789, -3.1717, 0.1988], [2.5917, 4.7228, -4.5642], [2.7580, 3.1329, 0.1648], [-1.2295, 2.3133, -1.0928], [1.8196, -1.6702, -1.1508], [-0.5859, -3.0838, -0.1930], [-3.2746, 0.5395, 5.9335], [1.3935, -2.4851, 4.7436], [-6.3520, -4.2387, -7.0052], [6.8565, -0.5021, 2.1234], [-3.3745, -1.8195, 8.1139], [-5.4317, 0.0265, -5.6908], [0.8889, 0.8226, 6.2927], [1.2888, 3.8638, -7.7696], [-1.6678, -9.8095, -2.3590], [7.5414, 4.3638, 7.9375], [2.8339, 1.1624, -4.7067], [-4.3738, 2.1661, -5.3875], [-4.4865, -2.0861, 4.9046], [6.7052, -4.4910, 0.4815], [-0.6710, -4.8257, 0.1641], [-1.2168, 2.7308, 5.4244], [1.9916, -1.7348, -10.8143], [-2.8065, 2.5843, 9.0987], [0.2411, 7.2343, 6.9722], [0.3079, 6.2271, 1.9717], [-0.0508, -0.1486, -3.6896], [2.9845, 1.2877, 7.8239], [4.2519, -3.9652, -0.6398], [0.4826, -3.7284, 1.0284], [1.2657, -4.1495, -2.8099], [-6.8174, -3.8291, 3.6055], [5.0258, 3.5877, 4.6092], [-8.2269, 0.8064, 0.7011], [0.9927, 0.8077, 2.8129], [-3.2427, -9.2111, -2.6213], [2.7218, 4.3576, 3.6998], [2.7632, 4.3394, -7.0524], [-3.7305, 2.2566, 4.0178], [-5.4034, -3.5247, -8.3669], [-0.5777, 6.3109, 5.7321], [6.9838, -3.1525, 1.4189], [7.1939, 3.9791, 5.6077], [5.3636, 1.6813, 7.3551], [-2.0327, 3.5155, 6.6535], [8.6411, 0.8665, 1.0536], [-0.3759, 7.8017, 2.6625], [3.9450, 1.4589, -0.6206], [-3.4499, -2.6673, 2.7186], [7.2625, 1.0799, -5.0603], [-0.2950, 2.2607, -7.2233], [8.2876, 3.1544, 0.4121], [2.0819, -0.7484, 0.9645], [1.6455, -1.9540, 6.9404], [-1.5137, 4.3006, 5.2687], [-0.7016, 5.1907, 7.9813], [-6.6126, -0.8087, -0.1156], [-2.4095, -0.4826, -1.9434], [-8.1930, 1.7674, 3.0692], [-0.0311, 3.4290, -3.5155], [-0.0492, 6.3356, 3.5839], [-1.2558, 1.4372, -2.7351], [0.9969, 4.6944, -0.2631], [3.3922, 1.1092, -8.1136], [5.4967, 0.0820, 6.5230], [4.2337, -1.9438, -2.0910], [0.9356, -2.5231, -9.4748], [3.1586, 3.9881, 8.4943], [5.5121, 1.5271, -6.2912], [-2.2122, 2.6125, -6.8221], [-4.4709, -5.0301, -2.3531], [-6.5463, -2.4563, 2.6027], [6.0840, 4.2266, 0.9191], [6.7215, 1.5589, -3.4349], [5.8163, -2.4314, -2.8559], [-2.6976, -10.4593, -3.7649], [2.8804, -5.3866, -7.5067], [3.0076, 2.0102, -6.2392], [-4.9529, -1.5205, 8.8735], [-0.3814, 3.0276, 3.1387], [3.3670, 6.9441, 5.2329], [-3.8614, -2.1531, -7.1974], [2.6747, -3.1856, -6.3204], [2.2102, -4.2176, -5.0580], [-0.4299, -4.4579, -2.2975], [6.4515, -0.8212, 9.8486], [-0.1866, -0.4467, 6.1249], [1.4426, -0.5825, 8.0316], [5.0196, 2.3670, -4.8623], [7.1501, -0.2074, -3.7953], [-1.1449, 2.0116, 8.7002], [4.6926, 0.0754, -7.6914], [-1.2628, -5.8672, -5.5287], [-0.1649, -9.8071, -4.4295], [-3.9424, 6.5216, 3.6210], [-4.2024, -0.9455, -5.0886], [-7.3182, 0.6214, 4.1863], [-7.1382, -2.8714, -3.8266], [0.3526, -1.1667, -10.4855], [-4.8485, -0.0176, -2.0280], [-3.3190, 6.3731, 1.2647], [1.2322, -8.8162, -2.7995], [-4.0823, 4.4312, 5.0320], [4.7353, 0.6364, 2.8376], [5.3973, 4.6255, 9.4513], [-6.4689, -5.3976, 1.5735], [1.3471, 5.4601, -7.0604], [4.6147, -2.2641, -4.9132], [-1.6998, 1.6875, 10.2494], [-4.3558, -1.3738, -0.9020], [-5.9194, -4.0659, -4.3695], [-2.2027, -4.8025, -3.6174], [2.6656, 2.5759, 3.8717], [0.5767, 0.9027, -6.6447], [3.1102, -2.0167, -4.2383], [2.2148, 7.9365, 6.3113], [-7.1240, -3.1337, -8.0376], [-2.8018, -1.0075, 6.4069], [3.2919, 4.4624, -0.7873], [0.2407, -0.8786, 0.8739], [2.5664, 8.7923, 3.9419], [1.1797, -1.3726, -3.3092], [-8.2561, -1.5512, 1.0977], [6.4851, -1.4391, 8.2318], [0.8375, 8.5370, 4.4166], [1.5572, 2.8927, -3.3854], [1.5712, 0.3828, -3.3405], [-5.2297, -0.5794, 4.6067], [-2.4543, -2.1436, -3.5989], [-0.2026, 3.2696, 1.3099], [-2.0213, 3.0513, -2.4735], [2.9456, 3.6486, 6.0800], [-0.6372, 0.7919, 2.0943], [-0.2725, -8.5120, -2.0023], [-2.7337, -1.3286, 1.8259], [-1.5271, -0.9607, -5.5996], [-0.8748, 0.6246, -7.5986], [7.1913, 0.2226, 8.4389], [-4.4138, 0.6986, 9.4485], [-6.4477, 1.8613, 3.2732], [3.3332, 1.2481, 6.0401], [2.6651, -6.3931, -6.0498], [-4.5592, -1.3290, 2.0790], [-2.9556, 2.0225, 1.6429], [0.6661, 3.1128, -0.9953]], "atomic_forces_ev_per_a": [[-1.04, -0.06, -1.18], [-0.96, 0.75, -0.50], [2.15, 0.51, 1.15], [-1.61, -0.53, 1.34], [-0.29, 0.77, -0.31], [-0.10, 0.73, -1.97], [0.48, 0.72, 2.57], [0.19, -0.70, 1.56], [0.86, 0.41, -0.94], [1.11, 0.87, 0.27], [-1.55, -0.04, 0.90], [0.47, -0.23, 0.04], [-1.22, -0.01, -0.42], [0.79, 0.93, -0.60], [-0.34, 0.30, 0.06], [1.68, 0.87, -0.19], [0.22, -0.03, 0.95], [0.23, -1.21, 0.11], [0.05, 1.05, 0.44], [0.09, 0.69, -1.30], [-0.74, 2.34, 0.16], [-0.14, -1.64, 1.67], [0.22, 0.68, 0.60], [0.36, -0.81, -1.18], [-0.93, 0.52, 0.04], [0.07, -0.37, 0.96], [-0.21, -0.90, -1.07], [-0.16, 1.02, -1.14], [1.44, 0.94, -0.67], [0.95, 0.14, 1.14], [-0.80, -1.39, -1.29], [-0.46, 1.20, -0.07], [0.69, -0.88, -0.40], [-0.98, -1.27, -0.77], [0.91, -1.75, 0.14], [0.06, 2.19, -0.17], [1.01, -1.49, -1.11], [-0.63, -0.11, 1.01], [-0.97, -0.25, -0.24], [0.09, 1.69, 1.03], [-0.96, -0.24, 0.48], [0.27, -1.72, -0.10], [0.78, -0.25, 0.49], [0.80, -0.92, 1.42], [-0.80, -0.64, 0.11], [-0.10, 1.21, 1.41], [-0.58, -0.19, 1.67], [0.25, -0.06, -0.47], [0.72, 0.42, -1.17], [-0.10, -1.25, -1.07], [2.09, -0.13, 0.77], [0.93, -0.49, -0.98], [-0.90, 1.14, -0.12], [-0.72, 0.75, 0.62], [-1.34, 0.63, -0.89], [0.29, -0.24, -1.04], [1.11, -0.20, -0.45], [1.55, -0.30, 0.52], [1.18, -0.09, -0.15], [-0.67, 0.12, 0.00], [1.20, 0.41, -1.46], [0.21, 0.16, 0.16], [2.31, -0.31, -0.57], [-0.83, -1.32, 1.10], [1.49, -1.28, -1.73], [-1.44, 1.03, -1.48], [-0.35, 0.14, -0.55], [-1.00, 0.64, 0.10], [0.44, 0.30, -0.03], [1.18, -1.23, -0.86], [-1.06, -0.59, 0.37], [0.18, 0.18, -0.25], [-0.11, -1.01, 1.10], [-1.78, -0.37, 0.91], [-1.62, -0.12, -0.02], [-0.16, -0.51, 0.25], [-0.50, 0.94, 1.59], [0.46, -2.07, 0.65], [-0.93, 0.64, 1.53], [0.46, 0.56, 1.23], [0.15, -1.16, -2.20], [0.06, 2.06, 1.79], [0.44, -0.74, 0.66], [1.23, -1.42, 0.71], [-1.26, 0.08, 0.13], [0.85, -1.95, -0.42], [0.58, -1.36, 0.48], [-0.54, -0.45, -0.54], [2.49, -0.31, -0.88], [-0.06, 0.53, -1.27], [-0.76, 1.46, 1.84], [0.53, -0.84, 0.85], [1.02, 1.15, 0.43], [1.16, -0.01, 1.53], [-1.18, 0.60, -0.82], [1.16, -1.54, 1.76], [-0.58, 1.39, -1.30], [-1.28, 1.64, -1.89], [0.61, 0.85, -2.09], [0.90, -1.73, 0.71], [-1.06, 0.72, -0.68], [-0.48, -0.20, 0.03], [-1.12, 0.08, 0.43], [1.39, -0.01, 0.12], [1.41, 1.14, -0.88], [-0.37, 0.49, -2.21], [1.18, -0.54, -2.43], [-0.57, 0.35, -0.21], [1.43, 0.02, -0.73], [-2.13, -0.32, -0.94], [1.17, -0.86, 0.03], [-0.11, 0.02, -1.14], [-1.86, 0.43, -1.50], [-0.65, -0.24, 0.79], [-0.40, 0.30, 2.23], [-0.26, 0.14, -0.93], [1.18, 0.92, -2.04], [-2.94, -1.78, 0.05], [0.00, 0.39, -1.21], [0.61, 0.86, -1.23], [-0.84, 0.26, 1.05], [0.02, 0.64, 0.89], [-0.52, -0.42, 1.63], [0.43, -0.22, -0.19], [0.00, -0.02, 0.17], [0.70, -0.57, 0.43], [0.40, -0.62, 1.06], [-0.12, -0.33, -0.01], [-0.21, -0.01, -0.17], [-0.72, 0.84, 0.39], [-0.35, -0.26, 0.60], [-0.33, 0.44, -0.70], [-0.07, 0.38, 1.86], [-0.52, 0.79, 1.67], [-1.03, 0.07, -0.35], [0.64, -0.96, 1.37], [-0.26, 0.33, 0.35], [0.89, 0.61, -0.39], [0.23, 0.04, -0.32], [-0.37, 1.00, 1.12], [0.17, 0.00, 0.64], [-0.23, -0.39, -0.37], [-0.29, -0.11, -0.67], [-0.63, -0.25, -0.20], [-0.36, -0.73, -0.01], [0.06, -0.30, -0.13], [0.33, 0.69, -0.08], [-0.39, -0.64, 0.00], [-0.69, 0.37, -0.88], [0.16, 0.64, -0.45], [-0.19, 0.05, 0.28], [-0.07, -0.01, -0.76], [-0.24, -2.08, -1.23], [0.37, 0.22, -0.83], [0.47, 0.86, -0.93], [-0.21, 0.66, -0.03], [0.08, 0.37, -0.59], [0.79, -0.10, 0.58], [-0.15, -0.46, -0.50], [-0.08, -0.65, -0.91], [-0.50, 1.32, 0.80], [-0.59, 0.48, -0.08], [-0.43, 0.15, -0.05], [-0.66, 0.04, -0.16], [0.23, -1.06, 0.92], [-0.36, -0.01, 0.41], [-0.53, 0.39, 0.07], [-0.97, -0.10, -0.26], [0.38, 0.49, -0.91], [-0.46, -0.31, 0.27], [-0.35, -0.61, -0.43], [-1.06, 0.09, 0.58], [-0.07, -0.13, -0.14], [1.05, -0.55, 0.15], [0.43, -0.33, 0.03], [-0.55, 0.19, -0.12], [0.87, 0.54, -0.19], [0.95, -0.95, 0.07], [0.03, -0.59, -0.08], [0.94, -1.29, 0.29], [0.64, -0.31, -0.39], [-0.12, 0.33, -0.74], [-0.23, 0.01, -0.40], [-0.15, -0.38, -0.12], [0.54, 0.10, -0.49], [-0.12, -0.09, 0.38], [-0.37, -0.33, -0.29], [-0.80, -0.12, -0.07], [-0.18, 0.31, 0.98], [0.45, 0.96, -0.40], [-0.20, 0.24, -0.25], [-0.21, 0.51, -0.45], [-0.36, -0.16, 0.16], [-0.49, 0.24, 0.62], [0.05, 0.02, -0.32], [-0.80, 0.12, 1.07], [0.53, 0.04, 0.00], [-0.40, 0.97, -0.09], [-0.51, 0.29, 0.47], [0.21, -0.28, -0.13], [-0.37, 0.07, 1.08], [0.21, -0.65, 0.17], [0.30, -0.10, -0.31], [0.83, 0.34, -1.15], [-0.41, 0.81, 0.17], [0.03, -0.24, 0.19], [0.06, 0.17, -0.36], [0.03, -0.17, -0.06], [-0.39, -0.08, 1.11], [-0.32, -1.26, 0.31], [0.22, 1.45, -0.57], [-0.99, 0.63, 0.84], [-0.82, -1.46, -0.12], [0.05, 0.16, -0.04], [-0.69, 0.09, 0.09], [-1.30, 0.09, -0.87], [-0.95, -0.53, 1.11], [0.50, 0.00, -0.09], [-0.09, -0.03, -0.67], [-0.35, -0.22, -0.19], [-0.09, 0.06, 0.34], [-0.01, 0.15, -0.33], [0.45, 0.14, -0.65], [0.68, 0.38, -0.57], [-0.48, -0.36, 0.24], [-0.16, -0.18, 0.02], [-0.39, 0.37, 0.63], [-0.09, 0.16, -0.21], [0.21, 0.43, -0.14], [0.16, -0.58, -0.17], [-0.80, -0.09, 0.23], [0.58, 0.65, 0.39], [-0.14, 0.09, -0.56], [-0.47, 1.22, -0.40], [-0.23, -0.08, -0.42], [0.00, -0.46, -0.68], [-1.34, 0.44, 0.38], [0.41, -0.19, -0.02], [0.71, -0.19, 0.10], [0.02, -0.55, 0.41], [0.16, 0.02, 0.16], [0.30, 0.53, 0.18], [0.26, -0.53, -0.34], [-1.20, 0.19, 1.17], [-0.49, 0.58, 0.01], [-0.11, 0.60, 0.04], [0.65, 0.68, -0.51], [-0.08, -0.46, 0.12], [-0.05, -0.15, 0.23], [0.13, 0.99, 0.53], [-0.11, 0.42, 0.23], [0.65, -1.03, 1.46], [-0.39, 0.15, -0.29], [-0.16, 0.07, -0.03], [0.01, -0.10, 0.05], [0.02, -0.46, 0.16], [0.14, -1.04, 0.39], [0.69, 0.80, 0.19], [0.10, -0.04, -0.35], [0.39, 0.79, -0.63], [-0.25, -0.08, 0.65], [0.38, 0.99, 0.68], [0.15, -0.42, 0.42], [-0.20, -1.00, 0.20], [-0.30, -0.43, 1.08], [-0.18, -0.33, -0.21], [0.14, 0.45, -0.30], [-0.03, 0.52, 0.11], [-0.45, 0.56, -0.10], [0.73, -0.59, 0.11], [-0.59, -0.27, 0.41], [0.45, -0.16, -0.46], [-0.20, 0.06, -0.40], [1.04, -0.92, 0.04], [0.79, 0.91, -0.08], [0.14, -0.31, 0.03], [1.11, 1.53, -0.44], [-0.01, 0.32, 0.02], [-0.20, -1.59, 0.07], [0.24, 0.10, -0.20], [0.83, 0.31, 0.04], [0.36, -0.26, 0.29], [0.56, 0.32, 0.04], [0.90, 0.13, -0.24], [0.83, -0.87, -1.20], [0.07, -0.54, 0.92], [0.03, -0.07, -0.31], [0.96, -0.16, 0.41], [0.64, 0.11, -0.46], [-0.09, 0.16, 0.20], [-1.01, 0.12, 0.85], [-0.21, 0.11, -0.30], [-0.54, -0.43, -0.33], [-0.40, -0.90, 0.91], [0.68, 0.43, -0.39], [-0.40, -0.30, -0.08], [-0.03, -0.78, 1.03], [0.53, 0.72, -0.35], [1.12, -0.11, 0.73], [-0.27, 0.41, -0.06], [-0.34, -0.11, -0.16]], "mulliken_charge": [-0.4029, -0.5231, -0.0521, -0.5263, -0.3623, -0.4180, -0.6107, -0.3442, -0.4330, 0.5231, -0.0265, 1.6749, -0.2983, -0.7713, 0.3564, -0.3432, -0.3221, 0.0923, 0.3489, 0.8632, 0.3331, -0.1475, 0.2486, 0.3887, -0.4845, -0.0968, -0.2508, 0.1060, -0.3528, -0.0429, 0.1087, 0.7905, -0.2078, 0.9114, -1.2236, -0.1878, -0.5972, 0.2695, -0.3473, -0.5253, 1.1522, -0.5527, -0.4930, 1.0872, 0.6835, -0.7754, -0.4448, -0.1570, 0.6047, 0.1398, 0.6116, -0.7633, -0.4088, -0.1701, -1.1605, -0.1584, 0.4902, -0.7027, 1.9218, 0.7947, 0.8619, -0.8378, 0.0654, 0.1727, -0.7996, -0.4603, -0.4479, -1.3010, -0.7791, 0.2891, 1.8335, 0.7612, -0.4315, -0.7835, -0.1412, 0.1731, 0.3559, -0.8173, 0.6964, -0.9763, 0.2516, -1.2510, -0.7222, -0.8955, -0.5884, -0.7549, -0.5386, -0.2487, -0.7684, -0.6211, 0.9687, 0.2976, 1.1880, -0.0705, -0.7159, -0.5823, -0.4906, -0.4359, -0.8128, 0.9137, -1.2550, -0.8407, -0.3417, -0.2767, -0.7192, -0.3727, -0.6127, 0.1934, 0.2439, -1.2277, -0.3353, -1.0906, 1.3816, -0.4410, -1.0878, -0.5917, -0.9754, -0.7493, -0.7440, -1.1337, -0.6867, -0.8047, 0.1185, 0.0756, -0.1856, 0.3166, 0.4168, 0.4158, 0.5566, 0.1462, 0.2244, 0.3116, -0.1621, -0.6770, 0.3977, 0.2042, 0.2122, -0.9997, 0.6038, 0.2930, 0.3028, 0.4722, -0.1180, 0.1002, 0.4911, -0.5065, 0.2634, 0.0718, -0.3811, 0.0943, 0.3634, 0.2662, 0.0792, -1.0810, 0.3084, 0.2972, 0.1075, 0.3306, -0.2378, -0.3758, -0.4310, -0.0071, -0.0985, 0.4132, 0.2823, 0.3684, 0.3466, 0.6919, -0.1599, 0.2807, 0.3372, 0.3613, -0.5804, 0.4735, 0.4475, 0.3511, 0.3256, 0.1357, 0.3587, 0.2846, 0.5291, -0.2620, -0.8707, 0.4091, 0.1743, 0.1636, -0.6246, 0.4170, -0.0629, 0.3979, -0.5090, 0.2396, 0.5870, 0.2997, 0.5331, 0.2994, 0.1375, 0.2956, 0.3562, 0.1129, 0.4999, 0.3529, 0.4701, 0.0870, 0.2805, 0.3295, 0.3659, 0.4543, 0.2341, 0.4681, 0.2575, 0.5484, 0.2193, -0.9532, 0.3988, -0.6844, -0.2098, -0.6777, -0.2731, 0.3275, 0.4597, -0.2685, 0.1998, 0.1368, 0.5598, 0.7586, 0.2108, -0.1380, 0.4538, 0.2582, 0.1613, 0.2423, 0.2543, 0.0500, 0.3834, -0.3465, 0.1647, 0.2859, -0.4340, -0.1581, -0.2789, 0.2650, -0.2011, 0.5386, 0.5621, 0.2040, -0.1298, 0.3749, 0.3058, 0.3324, 0.4527, -0.4328, 0.2373, 0.3546, 0.2599, 0.4472, 0.3174, 0.2847, 0.3883, 0.4614, 0.4135, 0.3838, 0.2148, 0.3787, 0.3792, -0.1843, 0.2930, 0.4748, -0.0294, -0.1066, -0.4925, 0.4099, 0.3081, 0.3802, 0.7309, -0.1550, 0.4916, -0.4613, -0.2342, 0.2928, 0.3125, -0.3384, -0.3256, -0.2927, -0.4375, -0.6121, 0.6580, -0.3600, -0.4363, 0.3632, -0.5298, -0.4717, 0.2457, 0.2619, 0.3733, 0.0838, -0.2026, 0.0106, -0.2774, 0.6309, -0.4431], "homo_energy_ev": -8.9425, "e_tot_ev": -163760.717, "lumo_energy_ev": 0.576, "gap_ev": 9.52}